1.
{"formula": "C2H3FO2", "method": "ωB97M-V with the def2-TZVPD basis set", "total_charge": 0, "homo_energy_ha": [-0.299, -0.404], "multiplicity": 3, "orbital_gap_ev": [9.125, 9.478], "de_lowest_kj_mol": 120.0, "species": ["C", "C", "O", "O", "F", "H", "H", "H"], "coordinates": [[0.069, -0.659, -0.014], [-0.751, 0.562, 0.080], [1.411, -0.446, -0.125], [1.761, 0.928, -0.134], [-2.034, 0.470, -0.209], [0.020, -1.060, 0.982], [-0.100, -1.375, -0.795], [-0.376, 1.579, 0.215]], "forces_ev_per_angstrom": [[-1.4, 0.3, 1.1], [0.6, 1.4, -0.4], [4.2, 4.7, -0.6], [-0.5, -3.6, 0.0], [-0.9, -0.4, -0.3], [-0.6, -1.4, 0.5], [-1.1, -0.4, -0.3], [-0.2, -0.7, -0.1]], "mulliken_charge": [-0.1107, -0.2890, -0.0974, -0.2024, -0.2202, 0.2176, 0.2886, 0.4134]}


2.
{"formula": "C2H3FO3S", "method": "ωB97M-V with the def2-TZVPD basis set", "total_charge": 0, "homo_energy_ha": -0.386, "orbital_gap_ev": 10.302, "de_lowest_kj_mol": 257.7, "species": ["C", "C", "O", "O", "O", "F", "S", "H", "H", "H"], "coordinates": [[0.590, -0.710, 0.396], [0.604, 1.060, -0.579], [-1.656, -1.464, -0.780], [-1.981, -0.090, 1.182], [-0.711, 1.073, -0.765], [0.951, 1.878, 0.405], [-1.158, -0.446, 0.073], [0.945, -1.650, -0.019], [1.038, -0.498, 1.304], [1.379, 0.848, -1.217]], "forces_ev_per_angstrom": [[-1.1, 2.1, -3.5], [-0.8, -3.8, 4.5], [0.4, 0.4, -1.0], [0.6, 0.5, -0.3], [-1.1, -1.4, -0.6], [0.5, 0.9, 0.1], [0.5, 0.1, 1.5], [-0.2, 0.1, -0.3], [0.1, 0.5, 2.1], [1.2, 0.4, -2.4]], "mulliken_charge": [-0.7310, 0.1757, -0.5229, -0.5177, -0.4085, -0.2182, 1.0507, 0.3333, 0.3635, 0.4751]}


3.
{"formula": "C2H3FO3S", "method": "ωB97M-V with the def2-TZVPD basis set", "total_charge": 0, "homo_energy_ha": [-0.393, -0.375], "orbital_gap_ev": [8.037, 7.889], "de_lowest_kj_mol": 361.5, "species": ["C", "C", "O", "O", "O", "F", "S", "H", "H", "H"], "coordinates": [[-0.942, -0.826, -0.101], [-1.828, -1.610, -0.886], [-0.451, 0.292, -0.352], [2.808, 0.476, 0.577], [1.385, 2.116, 2.004], [2.121, 2.777, -0.361], [1.774, 1.505, 0.728], [-0.539, -1.083, 0.908], [-2.399, -2.482, -0.677], [-1.928, -1.165, -1.841]], "forces_ev_per_angstrom": [[1.7, 0.6, 2.8], [0.8, 1.4, -0.3], [-1.1, -0.5, -1.7], [-1.2, 1.8, 0.4], [1.0, -0.8, -1.8], [-0.1, -1.5, 1.5], [0.4, 0.5, -0.1], [-1.0, -1.3, -0.4], [0.0, -0.5, 0.7], [-0.4, 0.2, -1.1]], "mulliken_charge": [0.3336, -0.7771, -0.4694, -0.4106, -0.4117, -0.2616, 1.0554, 0.3263, 0.3334, 0.2819]}


4.
{"formula": "C2H3FOS", "method": "ωB97M-V with the def2-TZVPD basis set", "total_charge": 0, "homo_energy_ha": -0.338, "orbital_gap_ev": 9.180, "de_lowest_kj_mol": 127.6, "smiles": "OC(=S)CF", "species": ["O", "C", "S", "C", "F", "H", "H", "H"], "coordinates": [[-0.596, -1.259, 0.611], [0.273, -0.309, 0.402], [1.490, 0.133, 1.388], [-0.220, 0.577, -0.732], [0.782, 1.364, -1.103], [-0.071, -1.912, 1.182], [-0.670, -0.051, -1.500], [-0.987, 1.457, -0.249]], "forces_ev_per_angstrom": [[1.1, -2.9, 1.0], [-0.3, 2.6, 0.2], [0.1, -0.7, -0.4], [-2.2, 2.0, 2.8], [1.6, 0.7, -1.6], [-1.5, 1.0, -0.5], [0.0, 0.4, -0.4], [1.2, -3.1, -1.2]], "mulliken_charge": [-0.3968, 0.2085, -0.2384, -0.1572, -0.2378, 0.3731, 0.2561, 0.1925]}


5.
{"formula": "C2H3FS2", "method": "ωB97M-V with the def2-TZVPD basis set", "total_charge": 0, "homo_energy_ha": -0.315, "orbital_gap_ev": 8.702, "de_lowest_kj_mol": 352.2, "species": ["C", "C", "F", "S", "S", "H", "H", "H"], "coordinates": [[0.739, -0.513, 2.376], [-0.216, -1.198, 2.585], [1.738, 0.292, 2.342], [-0.727, 0.629, -2.751], [0.276, -0.500, -1.524], [-0.997, 1.815, -2.076], [-1.026, -1.859, 2.539], [0.213, 1.335, -3.491]], "forces_ev_per_angstrom": [[0.1, 0.4, 0.5], [0.5, 0.2, -0.5], [-0.1, -0.2, -0.2], [0.2, 1.4, -0.3], [0.3, -0.5, 0.4], [0.0, -0.6, -0.3], [-0.5, -0.4, 0.1], [-0.5, -0.3, 0.2]], "mulliken_charge": [0.1380, -0.2669, -0.2276, -0.0832, -0.3322, 0.2064, 0.3596, 0.2058]}


6.
{"formula": "C2H3I2NO", "method": "ωB97M-V with the def2-TZVPD basis set", "total_charge": 0, "homo_energy_ha": [-0.351, -0.313], "orbital_gap_ev": [7.941, 7.719], "de_lowest_kj_mol": 410.3, "species": ["C", "C", "N", "O", "I", "I", "H", "H", "H"], "coordinates": [[-0.340, 0.223, 0.650], [0.257, 0.995, -0.464], [0.363, -0.880, 0.886], [-1.382, 0.523, 1.237], [-0.882, 2.618, -0.956], [2.103, 0.685, -1.421], [-0.888, -1.287, -1.603], [0.974, -1.221, 0.247], [-0.203, -1.657, 1.423]], "forces_ev_per_angstrom": [[-0.9, 0.5, -0.2], [-0.4, 1.1, -0.3], [-3.2, -3.1, 4.6], [1.3, -0.1, -0.8], [0.2, 0.2, -0.3], [-0.8, 0.1, 0.5], [0.0, 0.0, -0.1], [2.1, -1.0, -2.1], [1.7, 2.3, -1.3]], "mulliken_charge": [0.7550, -0.5696, -0.3993, -0.5760, 0.2066, 0.1158, 0.0336, 0.1619, 0.2720]}


7.
{"formula": "C2H3I2NO2", "method": "ωB97M-V with the def2-TZVPD basis set", "total_charge": 0, "homo_energy_ha": [-0.286, -0.286], "orbital_gap_ev": [7.390, 7.390], "de_lowest_kj_mol": 174.2, "species": ["C", "C", "N", "O", "O", "I", "I", "H", "H", "H"], "coordinates": [[-1.625, -1.376, -1.510], [0.809, 1.785, 0.876], [1.006, -0.321, 0.824], [-2.126, -0.375, -1.754], [-1.139, -2.373, -1.226], [0.718, 2.118, -1.259], [-0.828, 2.423, 2.055], [0.791, -0.952, 1.542], [0.434, -0.513, -0.047], [1.960, -0.417, 0.499]], "forces_ev_per_angstrom": [[-0.5, 0.5, 0.0], [1.6, 0.0, 0.4], [-1.1, 1.3, -3.4], [-0.5, 1.1, -0.4], [0.9, -1.6, 0.4], [-0.5, -0.1, 0.2], [-0.4, -0.4, -0.4], [-0.4, -0.9, 1.2], [0.7, 0.0, 1.7], [0.2, 0.1, 0.4]], "mulliken_charge": [0.7116, -0.1568, -0.5995, -0.3142, -0.3697, -0.0327, 0.0208, 0.2677, 0.1534, 0.3194]}


8.
{"formula": "C2H3I3", "method": "ωB97M-V with the def2-TZVPD basis set", "total_charge": 0, "homo_energy_ha": -0.341, "orbital_gap_ev": 9.045, "de_lowest_kj_mol": 137.8, "species": ["C", "C", "I", "I", "I", "H", "H", "H"], "coordinates": [[0.856, 0.809, 1.892], [0.681, -0.212, 1.096], [0.453, -2.106, 1.977], [-2.661, 0.239, -4.021], [0.630, 0.016, -1.042], [-2.152, -1.206, -4.365], [1.089, 0.793, 3.020], [1.103, 1.666, 1.443]], "forces_ev_per_angstrom": [[0.8, -1.9, 3.1], [-0.4, -1.1, -0.4], [0.0, 0.0, -0.4], [-0.2, 0.7, 0.2], [-0.1, -0.2, 1.1], [0.3, -0.7, -0.2], [-0.9, -0.4, -1.9], [0.5, 3.6, -1.5]], "mulliken_charge": [-0.6491, -0.1085, 0.0769, -0.1000, 0.1255, 0.0984, 0.2398, 0.3169]}


9.
{"formula": "C2H3I3O", "method": "ωB97M-V with the def2-TZVPD basis set", "total_charge": 0, "homo_energy_ha": [-0.326, -0.326], "orbital_gap_ev": [5.317, 5.738], "de_lowest_kj_mol": 198.0, "species": ["C", "C", "O", "I", "I", "I", "H", "H", "H"], "coordinates": [[0.208, 0.213, 0.270], [-0.174, -0.750, -0.556], [0.863, -0.016, 1.384], [-4.216, 0.794, -0.560], [0.344, -2.752, -0.116], [2.869, 1.271, -0.742], [-0.197, 1.162, -0.054], [-0.841, -0.808, -1.289], [1.145, 0.886, 1.663]], "forces_ev_per_angstrom": [[-1.7, -0.4, -2.3], [2.7, -2.1, 3.0], [0.8, 1.7, 1.4], [0.0, 0.0, 0.0], [0.0, 0.2, 0.0], [0.1, 0.1, -0.3], [0.3, 0.7, 0.8], [-2.4, 0.8, -3.0], [0.1, -1.1, 0.4]], "mulliken_charge": [-0.5030, -0.5505, -0.4311, 0.0025, 0.0209, 0.0224, 0.5030, 0.5459, 0.3899]}


10.
{"formula": "C2H3IN", "method": "ωB97M-V with the def2-TZVPD basis set", "total_charge": 1, "homo_energy_ha": -0.549, "orbital_gap_ev": 9.277, "de_lowest_kj_mol": 0.0, "smiles": "C=[N+]=CI", "species": ["C", "N", "C", "I", "H", "H", "H"], "coordinates": [[1.153, 0.645, 0.000], [0.144, -0.062, -0.001], [-0.896, -0.741, 0.000], [-2.806, 0.074, 0.000], [1.619, 0.957, -0.933], [1.621, 0.954, 0.933], [-0.834, -1.827, 0.000]], "forces_ev_per_angstrom": [[1.1, 0.6, 0.0], [-0.6, -0.4, 0.0], [-0.8, 0.0, 0.0], [0.5, -0.1, 0.0], [-0.1, -0.1, -0.1], [-0.2, -0.1, 0.1], [0.2, 0.0, 0.0]], "mulliken_charge": [-0.1645, 0.0292, -0.1857, 0.3610, 0.2810, 0.2808, 0.3981]}